Molecular formula: C39H64N3RbSSbSe
Method: DFT, ωB97M-V/def2-TZVPD

```
110
Properties=species:S:1:pos:R:3:forces:R:3:lowdin_charge:R:1
Rb 0.7467 0.6509 0.7300 0.748 0.097 0.838 0.551
C 2.6544 1.6204 4.4114 -0.025 0.125 -0.059 -0.209
C 3.7109 1.2424 3.3594 -0.123 -0.045 -0.026 -0.201
N 3.3566 1.6640 2.0189 0.170 -0.057 -0.126 -0.132
C 3.6936 3.0144 1.6251 -0.109 -0.026 0.058 -0.284
C 2.8539 4.1143 2.2830 0.054 -0.027 0.041 -0.462
S 1.0461 3.9605 2.1207 -0.026 0.015 -0.111 0.869
C 0.5083 3.7753 3.8425 -0.016 -0.061 0.073 -0.462
C 0.2843 2.3425 4.3534 0.049 0.073 -0.136 -0.281
N 1.3081 1.4218 3.9166 -0.070 -0.281 -0.006 -0.098
H 2.7632 2.6716 4.6790 -0.010 0.013 -0.005 0.093
H 2.8576 1.0580 5.3323 0.043 -0.013 0.037 0.115
H 3.8071 0.1542 3.3374 -0.018 -0.002 -0.017 0.120
H 4.6872 1.6387 3.6804 0.026 0.006 0.046 0.115
H 3.7215 1.0026 1.3443 0.057 -0.040 -0.078 0.054
H 3.5619 3.0764 0.5429 -0.022 0.007 -0.024 0.117
H 4.7505 3.2587 1.8272 0.039 0.028 0.023 0.114
H 3.1387 5.0624 1.8242 -0.010 0.015 -0.016 0.066
H 3.0905 4.2076 3.3429 -0.008 -0.015 -0.012 0.060
H -0.4350 4.3179 3.9207 0.006 -0.008 -0.005 0.059
H 1.2216 4.3147 4.4680 0.019 -0.007 -0.003 0.065
H -0.6687 1.9760 3.9670 0.010 0.009 -0.027 0.088
H 0.1827 2.4036 5.4497 -0.015 0.010 0.047 0.116
H 1.0073 0.4611 4.0093 -0.030 0.008 0.074 0.090
C 3.3036 -3.7190 -6.1498 -0.009 -0.017 0.002 -0.068
C 3.2915 -3.2352 -4.7222 -0.006 0.008 0.013 -0.293
C 2.3890 -3.7355 -3.7946 -0.002 0.017 0.062 -0.040
C 2.3566 -3.2921 -2.4740 0.058 0.029 0.062 -0.319
C 1.3235 -3.8671 -1.5461 0.008 -0.002 -0.052 -0.108
C 3.2627 -2.3057 -2.0302 0.028 -0.033 -0.162 -0.598
Se 3.2085 -1.6892 -0.2124 -0.102 0.082 0.097 0.466
C 4.1840 -1.7965 -2.9695 0.010 0.023 0.086 -0.321
C 5.1842 -0.7213 -2.6186 -0.015 -0.028 -0.038 -0.093
C 4.1795 -2.2654 -4.2810 0.017 0.012 0.041 -0.044
H 2.5439 -4.4864 -6.3077 0.006 0.015 0.011 0.066
H 4.2708 -4.1499 -6.4216 0.000 0.011 0.021 0.071
H 3.1037 -2.9062 -6.8527 -0.001 0.011 0.023 0.072
H 1.6743 -4.4927 -4.1078 0.009 0.015 0.017 0.106
H 0.7177 -4.6172 -2.0613 0.016 0.011 0.027 0.075
H 0.6676 -3.0811 -1.1675 -0.010 0.022 -0.066 0.035
H 1.7852 -4.3150 -0.6628 0.031 0.002 -0.026 0.062
H 5.1137 -0.4499 -1.5685 -0.001 -0.018 -0.013 -0.002
H 5.0093 0.1748 -3.2225 -0.016 -0.011 0.011 0.076
H 6.2037 -1.0598 -2.8254 -0.022 -0.001 -0.004 0.074
H 4.8979 -1.8463 -4.9831 -0.012 -0.002 0.023 0.115
C -6.0492 3.4018 -0.8320 -0.023 0.014 -0.008 -0.075
C -4.8217 2.9706 -0.0640 0.080 -0.060 -0.081 -0.314
C -4.7829 3.1313 1.3184 0.100 -0.031 0.003 -0.075
C -3.6316 2.7205 2.0073 -0.063 -0.046 -0.047 -0.309
C -3.5394 2.8917 3.5055 -0.013 0.010 0.021 -0.063
C -2.5806 2.1654 1.3180 0.027 0.084 -0.167 -0.051
C -2.5582 1.9740 -0.1144 0.057 -0.082 -0.041 -0.307
C -3.7567 2.4152 -0.7657 -0.061 0.036 0.146 -0.014
N -1.4490 1.4095 -0.5974 -0.323 0.135 -0.146 -0.075
C -1.0508 1.1392 -1.9668 -0.044 0.009 0.054 -0.489
C -2.0130 1.4386 -3.1330 0.005 0.006 -0.046 -0.097
C -1.3862 1.0671 -4.4881 0.069 -0.044 0.089 -0.287
C -1.0439 -0.4269 -4.5171 -0.011 0.010 -0.005 -0.120
C -0.0521 -0.7425 -3.3944 -0.077 0.158 0.037 -0.272
C 1.2300 0.0746 -3.5903 -0.066 0.015 -0.042 -0.105
C 0.8904 1.5695 -3.5868 -0.143 -0.032 0.032 -0.280
C -0.1052 1.8791 -4.7084 -0.009 -0.008 -0.015 -0.126
C 0.2509 1.9406 -2.2447 -0.062 -0.069 -0.096 -0.111
C -0.6951 -0.3666 -2.0553 0.005 0.003 -0.046 -0.113
H -6.8033 3.8246 -0.1659 0.009 -0.003 0.002 0.061
H -6.5031 2.5600 -1.3611 0.015 -0.007 0.010 0.071
H -5.8020 4.1571 -1.5822 0.013 -0.003 0.009 0.071
H -5.6236 3.5638 1.8507 0.007 -0.001 -0.002 0.088
H -4.5052 3.1689 3.9322 0.004 -0.007 -0.014 0.066
H -2.8254 3.6758 3.7767 -0.012 0.000 -0.021 0.062
H -3.2112 1.9693 3.9933 0.002 0.003 -0.018 0.065
H -1.6886 1.8623 1.8614 -0.050 0.003 0.030 0.043
H -3.8674 2.3187 -1.8346 -0.025 0.011 0.024 0.071
H -2.2706 2.5021 -3.1313 0.024 -0.014 -0.011 0.117
H -2.9403 0.8749 -2.9910 0.028 -0.012 -0.024 0.118
H -2.1037 1.2928 -5.2828 -0.020 0.017 -0.031 0.131
H -0.6138 -0.6978 -5.4887 -0.004 0.019 0.011 0.116
H -1.9557 -1.0217 -4.3875 0.011 0.015 0.000 0.116
H 0.1963 -1.8044 -3.4004 0.010 -0.068 -0.012 0.124
H 1.7091 -0.2052 -4.5357 0.002 -0.006 0.019 0.123
H 1.9406 -0.1602 -2.7922 -0.037 0.049 0.004 0.099
H 1.8043 2.1527 -3.7324 0.041 0.030 -0.008 0.134
H 0.3350 1.6307 -5.6813 -0.017 -0.001 0.009 0.114
H -0.3405 2.9497 -4.7188 0.010 -0.017 0.008 0.115
H 0.0109 3.0081 -2.2019 -0.008 0.005 0.009 0.128
H 0.9693 1.7449 -1.4435 0.024 0.155 -0.279 0.039
H -0.0111 -0.6254 -1.2400 -0.087 -0.169 -0.291 0.031
H -1.6148 -0.9411 -1.8901 0.015 0.010 0.005 0.128
C -3.7448 -3.6588 2.1371 -0.051 0.024 -0.012 -0.190
C -3.4837 -2.1683 2.3373 -0.108 -0.018 -0.040 -0.440
Sb -1.4376 -1.5189 2.4018 0.038 0.039 0.061 1.385
C -0.4782 -3.1692 1.3969 0.033 -0.075 0.013 -0.453
C -0.2546 -4.4682 2.1683 0.014 0.016 -0.046 -0.175
C -0.9648 -2.0541 4.4433 -0.066 -0.109 0.140 -0.460
C -1.8031 -3.1465 5.1054 0.029 0.015 0.024 -0.194
H -4.8124 -3.8515 1.9960 0.016 0.003 0.005 0.064
H -3.4163 -4.2493 2.9928 0.003 0.023 0.009 0.045
H -3.2275 -4.0473 1.2579 -0.005 0.039 0.002 0.057
H -3.9455 -1.8032 3.2583 -0.016 -0.022 -0.014 0.041
H -3.9248 -1.5816 1.5289 -0.023 -0.034 -0.001 0.041
H 0.4822 -2.7756 1.0478 -0.014 -0.027 0.044 -0.009
H -1.0672 -3.3426 0.4919 -0.009 -0.030 0.024 0.045
H 0.3462 -4.3069 3.0664 -0.016 0.030 -0.022 0.060
H 0.2870 -5.1900 1.5500 -0.006 0.021 0.005 0.065
H -1.1904 -4.9358 2.4782 -0.005 0.017 -0.027 0.045
H -1.0462 -1.1217 5.0089 0.000 -0.024 0.031 0.026
H 0.0962 -2.3209 4.4395 -0.006 -0.025 0.028 0.039
H -2.8658 -2.8934 5.1004 0.030 0.016 -0.014 0.056
H -1.5134 -3.3004 6.1492 0.009 0.014 -0.009 0.063
H -1.6961 -4.1025 4.5925 0.027 0.023 0.005 0.044
```
Forces are in eV/Å.

Properties
HOMO energy   -3.10 eV
Relative energy (zero: lowest compared OMol25 entry of this formula, charge and spin)   67.0 kJ/mol
Total charge   -1



Molecular formula: C39H65Cl18FIN2O5
Method: DFT, ωB97M-V/def2-TZVPD

```
131
Properties=species:S:1:pos:R:3:forces:R:3:lowdin_charge:R:1
C 3.4191 -5.0624 -1.0958 -0.278 -0.465 -0.339 -0.236
C 4.8911 -4.8462 -1.7920 -0.623 1.061 -0.062 -0.245
C 4.6757 -4.1334 -3.2896 0.912 -0.368 1.330 -0.209
C 4.5974 -2.5186 -3.0107 1.281 -0.050 -0.261 -0.230
C 4.2430 -1.6043 -4.3248 -0.051 0.066 -0.440 -0.195
C 2.9094 -0.6588 -4.1733 0.357 0.133 -1.093 -0.197
C 2.8131 0.1841 -2.7705 -0.409 0.796 0.082 -0.141
C 1.3044 0.3257 -2.1448 -3.987 0.650 1.776 0.033
C 0.7312 1.8221 -1.6666 -2.696 -2.345 0.204 0.022
C 1.5964 3.2184 -1.7715 4.072 2.267 4.729 -0.316
O 2.3187 3.5478 -0.6659 -5.171 -2.292 -7.603 -0.003
O 1.6169 4.1460 -2.9134 -0.197 -3.718 2.151 0.030
C -0.7928 1.9716 -0.9941 2.470 -4.029 -1.862 -0.420
I -1.4531 3.9852 -0.3324 0.698 -2.137 -0.470 0.976
C -1.6898 0.6055 -0.8642 1.459 1.422 -0.152 -0.026
C -3.1919 0.7458 -0.2114 0.236 -0.753 0.359 -0.160
C -4.3878 0.9896 -1.3145 -0.325 0.144 -0.395 -0.212
C -4.1821 2.3620 -2.1963 0.538 -0.487 0.135 -0.199
C -5.1646 2.4138 -3.5159 1.329 -0.155 0.992 -0.207
O -6.5204 2.7477 -3.0526 0.792 -2.123 -1.181 -0.235
C -7.3707 1.5520 -2.9211 -1.273 -0.859 0.319 -0.113
N -1.1589 -0.7435 -1.2962 3.781 5.827 -0.781 -0.070
O -1.9814 -1.8075 -1.1331 0.706 -1.848 3.904 -0.019
C -1.6881 -2.3810 0.2199 4.350 -6.102 4.012 -0.060
N -1.1462 -3.1726 1.1175 -5.072 7.332 -7.899 0.187
C 0.2527 -0.9359 -1.8893 1.034 2.000 0.146 0.051
C 0.6648 -2.4853 -2.2538 -1.166 0.250 -1.090 -0.010
C -0.1956 -2.9853 -3.5976 -1.505 -6.379 -2.191 -0.158
O -0.4313 -4.2781 -3.8854 1.724 9.787 2.089 0.022
F -0.6824 -1.9403 -4.5276 1.547 -2.832 2.968 -0.011
H 2.6717 -5.6549 -1.8033 1.754 0.940 1.383 0.087
H 2.8916 -4.0142 -0.8850 1.284 -2.352 -0.565 0.010
H 3.5557 -5.6195 -0.0549 -0.563 1.106 -2.523 0.060
H 5.4682 -4.0548 -1.1241 -1.019 -1.740 -1.322 0.095
H 5.5501 -5.8160 -1.8471 -1.585 1.820 0.082 0.117
H 3.6964 -4.5845 -3.7579 1.973 1.005 0.652 0.110
H 5.6533 -4.4135 -3.9135 -2.415 0.809 1.001 0.127
H 5.6915 -2.1906 -2.6635 -2.441 -0.769 -0.569 0.134
H 3.9031 -2.3306 -2.0852 1.120 -0.270 -1.783 0.080
H 4.0525 -2.3257 -5.2416 0.321 1.506 1.842 0.123
H 5.1500 -0.9083 -4.6572 -1.882 -1.582 0.979 0.126
H 1.9783 -1.3221 -4.4230 1.569 1.427 0.784 0.096
H 2.9767 0.1483 -5.0501 -0.335 -1.808 1.915 0.130
H 3.5170 -0.1919 -1.9129 -1.401 0.492 -1.689 0.134
H 3.1783 1.2919 -3.0247 -0.925 -2.364 0.802 0.133
H 1.5595 3.6547 -3.7847 -0.236 0.505 1.390 0.136
H -3.4811 -0.2472 0.3760 0.872 2.007 -1.249 0.114
H -3.1408 1.6010 0.6127 -0.015 -1.708 -1.982 0.107
H -4.4502 0.0732 -2.0552 0.310 1.694 1.480 0.131
H -5.4059 0.9941 -0.6957 2.580 0.063 -1.652 0.009
H -4.3084 3.3016 -1.4853 0.052 -1.917 -1.702 0.101
H -3.0599 2.3596 -2.5814 -2.201 0.075 0.664 0.087
H -4.6967 3.2250 -4.2492 -1.519 -1.522 1.567 0.139
H -5.0850 1.3541 -4.0516 -0.445 2.207 1.042 0.131
H -7.2782 1.0413 -1.8510 0.031 1.072 -2.205 0.069
H -7.1594 0.7284 -3.7549 -0.317 1.866 1.707 0.098
H -8.5155 1.8692 -3.0107 2.652 -0.444 0.072 0.117
H 1.7926 -2.6389 -2.5359 -2.158 0.715 0.594 0.114
H 0.4116 -3.2678 -1.4180 0.322 1.673 -1.546 0.135
Cl 3.0720 -5.5020 4.0393 0.108 0.036 -0.329 0.535
C 2.3084 -3.9715 3.5405 -0.124 0.159 -0.275 -0.697
C 2.2442 -3.8277 2.0281 -0.304 -0.095 0.163 -0.644
Cl 3.8565 -3.6063 1.3045 0.388 0.771 1.091 0.613
H 2.8654 -3.1491 4.0002 -0.298 -0.625 -0.479 -0.067
H 1.2969 -3.9723 3.9574 0.112 -0.013 -0.121 0.075
H 1.6544 -2.9451 1.7638 0.094 -0.069 0.144 0.052
H 1.7784 -4.7006 1.5599 0.169 0.065 0.061 0.067
Cl -3.1825 4.5733 3.1393 -0.126 -0.099 -0.140 0.508
C -1.6985 5.4329 3.6219 0.323 0.222 0.149 -0.686
C -1.7952 6.9300 3.3734 0.073 -0.189 0.532 -0.667
Cl -1.8163 7.3234 1.6365 -0.019 -0.072 -0.255 0.519
H -0.8576 4.9881 3.0806 -0.181 0.138 0.030 0.055
H -1.5553 5.2416 4.6895 -0.070 0.125 -0.340 -0.003
H -0.9242 7.4345 3.8019 -0.142 -0.223 -0.093 -0.007
H -2.6940 7.3568 3.8296 0.140 -0.152 -0.194 0.080
Cl -0.7825 6.1653 6.9073 -0.014 0.036 0.080 0.598
C 0.7015 7.0249 7.3899 0.403 0.212 0.127 -0.639
C 0.6048 8.5220 7.1414 -0.033 -0.041 0.362 -0.628
Cl 0.5837 8.9154 5.4045 -0.373 0.547 0.353 0.544
H 1.5424 6.5801 6.8486 -0.239 0.132 0.040 0.048
H 0.8447 6.8336 8.4575 -0.088 0.103 -0.166 0.077
H 1.4758 9.0265 7.5699 -0.096 -0.171 -0.087 0.078
H -0.2940 8.9488 7.5976 0.156 -0.165 -0.156 0.074
Cl -8.3367 -1.3345 0.1422 0.121 0.055 -0.014 0.561
C -6.9420 -1.4958 1.2389 0.075 -0.019 0.156 -0.656
C -6.8048 -0.3038 2.1729 -0.108 -0.420 0.274 -0.622
Cl -6.3328 1.1789 1.3064 -0.283 0.145 0.468 0.623
H -6.0445 -1.6345 0.6280 -0.182 0.101 0.077 0.058
H -7.1015 -2.4082 1.8211 0.011 0.209 -0.016 0.077
H -6.0237 -0.5002 2.9133 -0.089 0.006 -0.159 0.076
H -7.7378 -0.1021 2.7084 0.176 -0.014 -0.240 0.077
Cl 2.1889 6.7865 3.9416 0.327 -0.583 -0.340 0.530
C 3.0989 7.6933 2.7073 0.201 0.164 -0.261 -0.636
C 4.0298 6.7970 1.9059 -0.270 0.122 -0.235 -0.657
Cl 5.3851 6.1863 2.8870 0.005 -0.043 0.059 0.539
H 3.6471 8.4955 3.2113 -0.081 -0.255 -0.041 0.076
H 2.3603 8.1513 2.0429 0.119 -0.148 0.050 0.078
H 4.4676 7.3621 1.0778 -0.078 -0.012 0.190 0.076
H 3.4986 5.9365 1.4870 0.095 0.159 0.188 0.064
Cl 2.2175 -4.6925 7.1291 -0.071 0.128 0.199 0.538
C 3.7015 -3.8329 7.6117 0.216 0.117 0.063 -0.641
C 3.6048 -2.3359 7.3632 0.053 -0.115 0.528 -0.625
Cl 3.5837 -1.9424 5.6263 0.238 0.477 0.453 0.619
H 4.5424 -4.2777 7.0704 -0.232 0.126 0.006 0.073
H 3.8447 -4.0243 8.6793 -0.059 0.131 -0.162 0.075
H 4.4758 -1.8313 7.7917 -0.091 -0.149 -0.110 0.076
H 2.7060 -1.9090 7.8194 0.145 -0.164 -0.196 0.072
Cl -2.7252 -9.1256 -6.5361 -0.031 0.053 0.007 0.543
C -2.1050 -7.4854 -6.2214 0.084 0.199 0.053 -0.665
C -2.5102 -6.9717 -4.8487 0.469 0.015 -0.052 -0.660
Cl -4.2594 -6.6553 -4.7383 -0.096 -0.029 0.026 0.551
H -2.4638 -6.8282 -7.0196 -0.014 -0.156 0.221 0.070
H -1.0146 -7.5410 -6.2907 -0.172 0.019 0.117 0.073
H -2.0033 -6.0244 -4.6423 -0.093 -0.160 -0.136 0.040
H -2.2423 -7.6798 -4.0583 -0.159 0.067 -0.239 0.074
Cl 9.1376 1.6691 5.3943 0.013 -0.010 -0.033 0.533
C 8.7609 3.1110 4.4180 -0.078 0.236 -0.144 -0.667
C 7.8939 2.7789 3.2137 -0.158 0.230 0.213 -0.674
Cl 8.7709 1.8167 1.9984 0.000 -0.051 -0.002 0.531
H 9.7062 3.5742 4.1185 -0.199 -0.199 0.005 0.071
H 8.2333 3.8086 5.0751 0.001 -0.137 -0.149 0.071
H 7.5769 3.7015 2.7187 0.113 -0.100 0.113 0.051
H 6.9966 2.2233 3.5042 0.274 0.049 -0.015 0.069
Cl -7.2479 -2.5708 -4.7166 -0.017 0.102 0.058 0.514
C -7.2784 -4.2241 -5.3797 0.049 -0.416 -0.175 -0.670
C -7.6021 -4.2413 -6.8653 0.238 -0.092 0.053 -0.665
Cl -9.2847 -3.7576 -7.1927 0.032 0.044 0.020 0.540
H -8.0027 -4.8075 -4.8027 0.075 0.222 -0.170 0.074
H -6.2854 -4.6510 -5.2104 -0.139 0.107 -0.116 0.022
H -7.4814 -5.2545 -7.2599 -0.020 0.127 0.167 0.074
H -6.9412 -3.5757 -7.4294 -0.181 -0.071 0.193 0.069
```
Forces are in eV/Å.

Properties
HOMO energy   -11.60 eV
Total charge   +1



Q: Which value of HOMO energy does entry 2 give?
A: -11.60 eV